# H10O5

A cluster of 5 separate species, H10O5 in total (ωB97M-V/def2-TZVPD, the OMol25 dataset).

- energy above the lowest of the compared OMol25 structures with the same formula, charge and spin (kcal/mol) = 29.2
- HOMO-LUMO gap (eV) = 11.23
- charge = 0
- E (eV) = -10399.58418
- LUMO energy (Ha) = 0.0038
- structure (SMILES) = O.O.O.O.O
- max |F| (eV/A) = 0.4

```
15
Properties=species:S:1:pos:R:3:forces:R:3:mulliken_charge:R:1
O -1.236 0.108 -1.282 -0.080 -0.316 0.164 -0.6126
H -1.288 0.273 -2.223 -0.033 0.006 -0.228 0.3044
H -0.901 0.925 -0.913 0.176 0.285 0.142 0.3122
O 2.540 1.931 2.517 0.094 -0.137 0.137 -0.6343
H 2.970 2.781 2.423 0.138 0.195 0.056 0.3083
H 1.878 1.919 1.827 -0.274 -0.038 -0.236 0.3328
O 0.970 3.140 -0.506 -0.153 -0.294 0.084 -0.6360
H 1.922 3.223 -0.556 0.289 -0.030 -0.130 0.3137
H 0.676 3.971 -0.132 -0.162 0.247 0.082 0.3258
O -0.571 -4.529 -1.646 0.143 -0.147 0.103 -0.6309
H -1.007 -4.794 -2.456 -0.109 -0.112 -0.183 0.3148
H -0.684 -3.579 -1.613 -0.031 0.269 0.087 0.3147
O -2.121 -1.906 1.599 -0.208 -0.066 0.105 -0.6352
H -1.792 -1.520 0.787 0.043 0.191 -0.352 0.3102
H -1.357 -1.942 2.175 0.166 -0.052 0.167 0.3121
```
Forces are in eV/Å.

---

# H10O5

A cluster of 5 separate species, H10O5 in total at a distorted geometry (ωB97M-V/def2-TZVPD, the OMol25 dataset).

- energy above the lowest of the compared OMol25 structures with the same formula, charge and spin (kcal/mol) = 47.0
- HOMO-LUMO gap (eV) = 10.52
- charge = 0
- E (eV) = -10398.81182
- LUMO energy (Ha) = -0.0027
- structure (SMILES) = O.O.O.O.O
- max |F| (eV/A) = 5.7

```
15
Properties=species:S:1:pos:R:3:forces:R:3:mulliken_charge:R:1
O -49.703 -35.892 -7.541 -1.328 3.151 2.741 -0.6534
H -50.683 -35.487 -7.487 3.144 -1.600 -0.357 0.3707
H -49.199 -35.367 -6.787 -1.557 -1.683 -2.374 0.3160
O -52.647 -33.620 -10.719 5.517 -1.522 0.041 -0.6702
H -51.989 -34.135 -11.338 -2.176 1.687 1.683 0.3398
H -53.468 -33.661 -11.096 -3.267 -0.266 -1.706 0.3137
O -52.218 -35.972 -8.623 -0.281 1.796 2.571 -0.7153
H -52.266 -36.737 -9.128 0.094 -2.715 -1.467 0.3934
H -52.296 -35.261 -9.231 -0.315 1.354 -0.799 0.3241
O -54.087 -36.037 -6.161 2.188 -0.156 -4.207 -0.6546
H -53.560 -36.077 -7.122 -1.917 0.921 3.163 0.3661
H -53.799 -36.916 -5.933 -0.134 -0.697 0.940 0.3142
O -51.740 -38.130 -10.151 -1.595 -0.924 -1.925 -0.7187
H -52.435 -38.554 -10.760 1.487 0.805 1.457 0.3430
H -51.202 -37.626 -10.779 0.140 -0.152 0.239 0.3313
```
Forces are in eV/Å.

---

# H10O5

A cluster of 5 separate species, H10O5 in total at a distorted geometry (ωB97M-V/def2-TZVPD, the OMol25 dataset).

- energy above the lowest of the compared OMol25 structures with the same formula, charge and spin (kcal/mol) = 28.7
- spin multiplicity = 2
- HOMO-LUMO gap (alpha / beta) (eV) = 12.43 / 2.90
- charge = +1
- E (eV) = -10388.57993
- LUMO energy (alpha / beta) (Ha) = -0.1343 / -0.4259
- max |F| (eV/A) = 1.5

```
15
Properties=species:S:1:pos:R:3:forces:R:3:mulliken_charge:R:1
O 11.712 6.275 -15.755 0.558 0.035 -0.078 -0.5866
H 11.571 7.184 -15.488 -0.201 0.445 0.099 0.3547
H 10.872 5.845 -15.593 -0.320 -0.359 0.052 0.3235
O 15.984 7.146 -12.216 -0.560 0.386 0.177 -0.5050
H 15.451 6.397 -12.485 -0.210 -0.489 0.177 0.3320
H 16.642 7.231 -12.906 0.792 0.004 -0.512 0.3731
O 13.998 7.638 -15.220 -0.133 0.275 -0.736 -0.5293
H 14.822 7.736 -14.743 0.778 0.386 0.365 0.3184
H 13.779 6.710 -15.133 -0.588 -0.838 -0.030 0.4149
O 13.856 7.464 -18.213 -0.679 -0.490 -0.285 -0.2931
H 13.923 7.809 -17.322 -0.158 0.736 1.293 0.4165
H 14.763 7.336 -18.490 0.868 -0.126 -0.582 0.3875
O 17.676 7.136 -14.630 -0.519 0.073 0.081 -0.6444
H 17.789 6.432 -15.268 0.104 -0.339 -0.079 0.3116
H 18.370 7.763 -14.838 0.270 0.299 0.058 0.3261
```
Forces are in eV/Å.

---

# H10O5Tl

A structure of composition H10O5Tl at a distorted geometry (ωB97M-V/def2-TZVPD, the OMol25 dataset).

- energy above the lowest of the compared OMol25 structures with the same formula, charge and spin (kcal/mol) = 20.6
- HOMO-LUMO gap (eV) = 4.86
- charge = +3
- E (eV) = -15054.28523
- LUMO energy (Ha) = -0.7282
- max |F| (eV/A) = 1.7

```
16
Properties=species:S:1:pos:R:3:forces:R:3:mulliken_charge:R:1
Tl -0.688 -0.274 0.125 1.433 0.111 -0.836 1.6549
O 1.201 0.539 -1.867 -0.226 0.234 0.197 -0.4245
H 2.154 0.317 -1.776 -0.457 -0.308 -0.250 0.3679
H 1.066 0.687 -2.835 -0.036 -0.364 0.481 0.3579
O -1.402 -2.926 0.020 -0.237 0.665 0.634 -0.5005
H -1.460 -3.382 0.892 0.170 0.303 -0.356 0.3962
H -1.484 -3.632 -0.669 0.365 0.692 -0.037 0.3824
O -1.891 1.346 -1.788 -0.271 0.024 1.038 -0.4756
H -2.819 1.602 -1.577 0.397 -0.263 -0.101 0.3688
H -1.717 1.689 -2.696 0.216 -0.530 0.344 0.3597
O 1.962 0.505 0.818 0.086 -0.619 0.058 -0.4193
H 2.717 0.841 0.286 -0.512 0.218 0.211 0.3624
H 2.191 0.713 1.750 -0.358 0.074 -0.424 0.3490
O -0.011 0.479 2.759 0.330 0.624 -0.527 -0.5521
H -0.252 1.401 3.006 -0.226 -0.518 -0.069 0.3939
H 0.432 0.097 3.554 -0.675 -0.343 -0.363 0.3790
```
Forces are in eV/Å.

---

# H11O5

A cluster of 5 separate species, H11O5 in total at a distorted geometry (ωB97M-V/def2-TZVPD, the OMol25 dataset).

- energy above the lowest of the compared OMol25 structures with the same formula, charge and spin (kcal/mol) = 48.0
- HOMO-LUMO gap (eV) = 12.02
- charge = +1
- E (eV) = -10408.39770
- LUMO energy (Ha) = -0.1240
- max |F| (eV/A) = 6.9

```
16
Properties=species:S:1:pos:R:3:forces:R:3:mulliken_charge:R:1
O 0.584 0.155 -0.821 -1.523 6.651 -0.455 -0.2607
H 0.938 -0.618 -0.582 2.236 -6.349 1.323 0.4060
H -0.352 0.264 -0.532 -1.159 -0.540 -0.216 0.4213
H 0.985 0.823 -0.179 0.382 0.385 -0.602 0.5112
O 1.397 2.403 0.532 0.328 -0.706 0.206 -0.6377
H 1.751 2.845 1.290 2.032 -1.146 1.878 0.3222
H 0.913 3.192 0.448 -2.442 1.532 -2.228 0.2926
O -0.816 -1.264 1.136 1.617 -0.172 -0.729 -0.5709
H -1.701 -1.021 1.076 -2.872 0.869 -1.748 0.2872
H -0.903 -1.369 2.056 1.322 -0.800 2.474 0.3075
O -2.027 0.863 -0.305 -1.849 1.553 1.148 -0.7235
H -2.764 1.004 -0.993 1.588 -0.129 1.741 0.3387
H -2.285 1.369 0.573 0.511 -1.415 -2.935 0.3422
O 1.536 -2.575 -0.990 -1.150 0.055 0.070 -0.6814
H 0.662 -2.995 -1.104 0.451 0.226 0.301 0.3261
H 2.074 -3.070 -1.606 0.527 -0.014 -0.227 0.3189
```
Forces are in eV/Å.

---

# H11O5

A cluster of 5 separate species, H11O5 in total at a distorted geometry (ωB97M-V/def2-TZVPD, the OMol25 dataset).

- energy above the lowest of the compared OMol25 structures with the same formula, charge and spin (kcal/mol) = 27.9
- HOMO-LUMO gap (eV) = 12.70
- charge = +1
- E (eV) = -10409.26928
- LUMO energy (Ha) = -0.1123
- max |F| (eV/A) = 3.4

```
16
Properties=species:S:1:pos:R:3:forces:R:3:mulliken_charge:R:1
O -2.971 1.373 -0.459 1.834 2.218 -0.461 -0.6698
H -2.818 2.357 -0.481 0.197 -1.249 -0.136 0.3381
H -3.867 1.396 -0.194 -1.825 -0.842 0.407 0.3160
O 0.988 1.628 0.736 0.092 -1.465 0.390 -0.6448
H 0.933 2.550 0.760 -0.148 2.752 -0.762 0.3011
H 1.203 1.513 1.661 0.100 -1.037 0.542 0.3250
O 1.145 -1.444 -1.013 0.279 -0.698 -2.844 -0.6386
H 1.443 -2.268 -1.484 -0.671 1.526 -0.665 0.3661
H 1.300 -1.812 -0.177 -0.067 -0.113 3.438 0.3534
O 1.367 -2.226 1.597 -0.424 0.882 -1.479 -0.6785
H 0.789 -2.820 2.068 0.457 -0.330 0.684 0.3092
H 2.247 -2.082 1.934 0.080 -0.568 0.816 0.3209
O -0.497 0.618 -1.050 -0.023 -0.670 -0.749 -0.4468
H -1.520 0.729 -1.160 1.517 -0.982 0.332 0.4972
H -0.179 1.060 -0.235 0.277 0.275 0.550 0.4518
H 0.204 -0.209 -1.184 -1.674 0.302 -0.061 0.4996
```
Forces are in eV/Å.

---

# H11S6

A cluster of 6 separate species, H11S6 in total at a distorted geometry (ωB97M-V/def2-TZVPD, the OMol25 dataset).

- energy above the lowest of the compared OMol25 structures with the same formula, charge and spin (kcal/mol) = 41.0
- HOMO-LUMO gap (eV) = 5.98
- charge = -1
- E (eV) = -65189.70428
- LUMO energy (Ha) = 0.0932
- max |F| (eV/A) = 5.5

```
17
Properties=species:S:1:pos:R:3:forces:R:3:mulliken_charge:R:1
S 2.435 -2.824 -2.879 0.955 -3.304 -0.813 -0.3068
H 1.992 -1.792 -2.319 -1.125 2.343 1.713 0.1215
S 0.479 3.082 -2.218 -0.938 -0.691 2.245 -0.3669
H 1.220 1.945 -1.969 -0.401 0.405 0.123 0.1543
H -0.208 2.900 -0.925 1.275 0.305 -2.304 0.1376
S 1.604 0.158 -0.108 -1.230 -0.386 0.241 -0.7845
H 2.752 0.179 -0.714 1.219 0.074 -0.501 -0.0424
H 2.177 -3.707 -1.837 0.143 1.034 -0.793 0.1388
S 0.369 -3.552 3.788 -1.417 -5.272 -0.018 -0.2883
H -1.000 -3.584 3.989 1.151 1.300 -0.105 0.1412
H 0.882 -2.431 3.778 0.270 3.979 0.084 0.1450
S 2.079 2.427 2.594 -0.119 -0.261 0.271 -0.3047
H 1.052 1.736 2.039 0.456 0.208 -0.021 0.1191
H 2.899 1.361 2.472 -0.252 0.269 -0.124 0.1363
S -6.701 1.228 -2.206 -0.015 0.104 0.425 -0.3341
H -6.624 1.529 -0.853 0.560 -0.184 -1.261 0.1571
H -5.406 1.348 -2.631 -0.533 0.079 0.837 0.1768
```
Forces are in eV/Å.

---

# H12IO6

A cluster of 7 separate species, H12IO6 in total at a distorted geometry (ωB97M-V/def2-TZVPD, the OMol25 dataset).

- energy above the lowest of the compared OMol25 structures with the same formula, charge and spin (kcal/mol) = 30.3
- HOMO-LUMO gap (eV) = 8.51
- charge = -1
- E (eV) = -20583.28074
- LUMO energy (Ha) = 0.1142
- max |F| (eV/A) = 7.8

```
19
Properties=species:S:1:pos:R:3:forces:R:3:mulliken_charge:R:1
I 11.501 -59.756 -14.507 0.049 0.043 0.092 -0.7562
O 10.198 -59.619 -11.106 -0.376 -0.047 0.780 -0.6101
H 10.940 -59.511 -10.491 -0.191 0.116 -0.840 0.2869
H 10.455 -59.409 -12.015 0.564 -0.069 0.043 0.2568
O 9.065 -60.753 -17.073 1.608 -1.051 -1.482 -0.6255
H 8.585 -60.438 -16.356 -1.823 1.107 1.895 0.3174
H 9.906 -60.904 -16.612 0.205 0.002 -0.419 0.2731
O 12.491 -62.229 -11.737 2.578 -2.289 3.630 -0.6030
H 12.018 -61.766 -12.353 -1.948 2.520 -2.300 0.2927
H 12.696 -61.704 -10.932 -0.599 -0.252 -1.375 0.2900
O 14.568 -59.872 -16.451 5.098 -1.188 -1.269 -0.6175
H 15.392 -59.676 -15.905 -2.305 -0.188 -0.829 0.3088
H 13.805 -59.556 -16.076 -2.762 1.320 2.064 0.2707
O 12.798 -56.384 -13.858 6.915 -2.100 2.420 -0.5937
H 12.042 -56.072 -14.112 -6.896 2.904 -2.317 0.2808
H 12.747 -57.319 -14.037 -0.046 -0.812 -0.083 0.2713
O 8.592 -57.680 -14.405 -3.528 2.218 2.599 -0.6045
H 9.392 -58.033 -14.608 3.970 -2.023 -1.444 0.2301
H 8.737 -57.482 -13.445 -0.514 -0.211 -1.166 0.3319
```
Forces are in eV/Å.

---

# H12IO6

A cluster of 7 separate species, H12IO6 in total at a distorted geometry (ωB97M-V/def2-TZVPD, the OMol25 dataset).

- energy above the lowest of the compared OMol25 structures with the same formula, charge and spin (kcal/mol) = 10.8
- HOMO-LUMO gap (eV) = 8.48
- charge = -1
- E (eV) = -20584.12797
- LUMO energy (Ha) = 0.1165
- max |F| (eV/A) = 2.3

```
19
Properties=species:S:1:pos:R:3:forces:R:3:mulliken_charge:R:1
I -0.465 -0.271 0.255 0.073 -0.163 0.167 -0.6955
O -1.679 -1.625 -2.853 -1.364 -0.949 -1.438 -0.5987
H -2.358 -1.600 -2.188 -0.506 0.071 0.329 0.3298
H -0.946 -1.315 -2.378 1.855 0.825 1.026 0.2931
O 0.753 1.444 3.138 0.657 0.743 0.978 -0.6444
H 0.477 0.889 2.423 -0.310 -0.680 -1.068 0.1913
H -0.064 1.701 3.561 -0.267 -0.005 0.137 0.3258
O -1.707 -0.968 3.779 1.478 -0.024 0.524 -0.6584
H -2.589 -0.996 3.471 -1.390 -0.022 -0.593 0.3120
H -1.167 -1.010 2.974 -0.086 0.097 0.009 0.2472
O 2.104 1.340 -1.731 0.682 0.140 -0.286 -0.6179
H 1.652 1.135 -0.904 -0.055 -0.220 0.134 0.2839
H 3.009 0.995 -1.643 -0.661 0.054 0.123 0.2946
O -1.867 1.773 -2.285 0.436 -0.241 0.411 -0.5763
H -1.616 2.633 -2.606 0.030 0.544 -0.319 0.2622
H -1.098 1.529 -1.732 -0.568 -0.246 -0.136 0.2863
O 2.801 -1.817 -0.691 1.015 0.120 -0.862 -0.6146
H 2.838 -2.363 0.076 0.127 -0.629 0.907 0.3043
H 1.919 -1.474 -0.664 -1.148 0.584 -0.044 0.2753
```
Forces are in eV/Å.

---

# H12N4

A cluster of 4 separate species, H12N4 in total at a distorted geometry (ωB97M-V/def2-TZVPD, the OMol25 dataset).

- energy above the lowest of the compared OMol25 structures with the same formula, charge and spin (kcal/mol) = 6.0
- HOMO-LUMO gap (eV) = 10.30
- charge = 0
- E (eV) = -6155.02317
- LUMO energy (Ha) = 0.0307
- structure (SMILES) = N.N.N.N
- max |F| (eV/A) = 1.7

```
16
Properties=species:S:1:pos:R:3:forces:R:3:mulliken_charge:R:1
N 1.293 0.432 4.022 0.861 1.494 0.060 -0.6363
H 0.891 -0.114 4.766 -0.531 -0.151 -0.373 0.2077
H 0.789 0.509 3.153 -0.587 -0.745 0.192 0.2161
H 1.329 1.408 4.324 0.169 -0.423 0.287 0.2179
N 2.559 -1.005 1.456 0.456 1.072 -0.604 -0.6676
H 3.129 -0.393 2.025 0.312 -0.389 0.104 0.2815
H 2.737 -1.974 1.654 -0.390 -0.014 0.317 0.1980
H 1.631 -0.661 1.633 -0.317 -0.833 0.025 0.1875
N -0.019 0.484 -1.977 -0.199 -0.435 -0.299 -0.6272
H -0.198 1.477 -2.009 0.115 0.058 0.336 0.2104
H 0.348 0.175 -1.087 0.074 0.352 0.033 0.2056
H -0.898 0.003 -2.126 0.029 -0.009 -0.128 0.2007
N -3.204 -0.252 -3.862 0.574 0.248 -0.968 -0.6560
H -4.083 -0.706 -3.664 -0.149 0.349 0.314 0.2201
H -3.200 -0.047 -4.864 0.058 -0.361 0.299 0.2220
H -3.104 0.666 -3.444 -0.476 -0.211 0.403 0.2197
```
Forces are in eV/Å.